ORCA calculation (the ωB97M-V functional and the def2-TZVPD basis) on C38H42N4O2OsPSe2 as an isolated structure.

Each line ends with the Mulliken spin population.
Geometry (Å):
Os (0.6430, -0.6556, 0.1482)  1.99
Se (0.3180, 1.6395, -0.8867)  0.20
Se (2.3248, -1.3847, -1.3626)  0.41
P (-1.3720, -0.4022, 1.3524)  0.06
O (4.3974, 2.4106, -3.1975)  0.00
O (0.3393, -0.2485, -3.5391)  0.01
N (-3.4269, -1.0808, -7.0357)  -0.04
N (-2.0784, -1.9615, 1.3164)  -0.01
N (-0.5013, -2.7266, -0.2061)  -0.04
N (3.0712, 2.3631, 1.9849)  0.00
C (1.7321, 2.1177, -2.1733)  0.03
C (-1.3446, -5.3445, 0.1427)  0.02
C (1.6861, 2.3920, 2.5383)  0.01
C (-3.2260, -0.7669, -4.4651)  -0.08
C (1.3923, 0.4784, -4.1424)  -0.02
C (-0.3264, -5.0488, -0.7590)  -0.01
C (-0.5572, -0.1039, 4.0013)  0.00
C (3.3522, 1.8755, -4.0099)  0.00
C (-3.4458, 2.9071, 0.0313)  0.02
C (-1.6235, -0.0069, 3.1120)  -0.02
C (-3.1207, 0.6785, -2.4825)  -0.03
C (-3.0990, 0.4831, 4.9536)  0.00
C (3.2965, 3.5216, 1.0763)  0.01
C (-4.2288, 1.0831, -1.4135)  0.06
C (2.3628, 1.0922, -3.1268)  0.00
C (-1.9370, -4.3237, 0.8512)  -0.01
C (1.9906, -0.9677, 1.7799)  0.36
C (-3.3606, 0.4822, -3.9310)  0.30
C (-4.2468, 2.5033, -0.9502)  0.00
C (0.0567, -3.7366, -0.8961)  0.04
C (2.7693, -2.4909, 3.5286)  0.00
C (3.1089, -0.1682, 2.0599)  -0.13
C (-3.5978, 0.0168, -0.4448)  0.02
C (-3.3520, -0.9379, -5.8963)  0.02
C (-2.9017, 0.2822, 3.5959)  0.00
C (-2.9999, -0.5884, -1.6993)  0.29
C (-2.6101, 0.6425, 0.5239)  0.00
C (3.8638, -1.6796, 3.7933)  0.01
C (-0.7557, 0.1101, 5.3591)  0.00
C (-2.9870, -1.8193, -2.2569)  -0.14
C (1.8577, -2.1376, 2.5420)  -0.01
C (-1.4906, -3.0157, 0.6476)  0.03
C (4.0285, -0.5229, 3.0480)  0.00
C (3.3865, 1.0680, 1.2539)  0.02
C (-2.5540, 1.9621, 0.7123)  0.02
C (-2.0248, 0.4071, 5.8340)  0.00
C (3.1934, 0.0619, -2.3467)  0.02
C (-2.9762, -1.9254, -3.6691)  0.45
H (0.9978, 2.2219, 1.7126)  -0.01
H (0.1594, -5.8220, -1.3372)  0.00
H (1.5075, 3.3622, 2.9973)  0.00
H (-3.5728, 1.3286, -4.5728)  0.01
H (-2.9018, -2.8883, -4.1561)  0.01
H (0.8326, -3.4562, -1.5950)  0.01
H (3.7602, 1.2077, -4.7767)  0.00
H (-2.1820, 0.5773, 6.8916)  0.00
H (1.0147, -2.7989, 2.3651)  -0.01
H (4.9084, 0.0958, 3.2139)  0.00
H (4.4403, 1.1331, 0.9840)  0.00
H (-3.0485, -2.7169, -1.6504)  0.01
H (1.9745, -0.1749, -4.8054)  0.00
H (-2.7377, -2.2084, 2.0371)  0.00
H (2.5311, 3.4853, 0.3026)  0.00
H (-4.2933, -0.6335, 0.0897)  0.01
H (4.5869, -1.9553, 4.5498)  0.00
H (2.6310, -3.4114, 4.0853)  0.00
H (-1.6749, -6.3652, 0.2877)  0.00
H (-3.4436, 3.9402, 0.3579)  0.00
H (-2.2715, 1.3543, -2.3229)  0.06
H (0.4213, -0.3864, 3.6273)  -0.01
H (-1.8394, 2.3743, 1.4207)  0.00
H (1.2771, 2.9135, -2.7662)  0.01
H (0.0755, 0.0311, 6.0490)  0.00
H (4.2834, 3.4434, 0.6262)  0.00
H (-3.7369, 0.3712, 2.9105)  0.00
H (3.8686, -0.4490, -3.0343)  -0.01
H (3.7172, 2.4271, 2.7692)  0.00
H (-2.7397, -4.5160, 1.5522)  0.00
H (-4.9131, 3.1974, -1.4515)  0.00
H (-4.0922, 0.7021, 5.3259)  0.00
H (5.1032, 2.7258, -3.7674)  0.00
H (2.7687, 1.0852, 0.3582)  0.08
H (2.5447, 2.5685, -1.6039)  0.00
H (2.8153, 2.6858, -4.5138)  0.00
H (3.8124, 0.5828, -1.6210)  0.00
H (3.2142, 4.4475, 1.6402)  0.00
H (-5.2051, 0.7552, -1.7659)  0.00
H (-0.1880, -0.6642, -4.2279)  0.00
H (0.9840, 1.2951, -4.7524)  0.00
H (1.5840, 1.6009, 3.2708)  0.00

Properties
- spin multiplicity = 5
- HOMO (alpha / beta) (Eh) = -0.31600 / -0.37016
- net charge = +1
- M (u) = 965.90
- HOMO-LUMO gap (alpha / beta) (hartree) = 0.23856 / 0.23179
- ΔE to the lowest compared entry with this formula, charge and spin (kJ/mol) = 198.05